Entry 1:
This record from the OMol25 dataset describes C30H59ClMoP2Si2 as an isolated structure. The level of theory is ωB97M-V/def2-TZVPD.

XYZ file:
```
95
Properties=species:S:1:pos:R:3:forces:R:3:mulliken_charge:R:1
Mo 0.117862 0.012532 0.302847 1.319 -0.261 -0.768 -0.92
C -2.139815 0.321465 0.441446 -0.213 -0.570 -0.469 -1.59
C -1.836948 0.550195 -0.938318 -1.027 -0.394 0.228 0.97
C -1.283680 -0.678297 -1.435587 -0.422 -0.002 -0.181 -0.10
Si -2.478706 2.053304 -1.879831 1.179 0.344 -0.069 -0.16
C -1.268948 -1.645769 -0.409652 -1.219 0.261 0.553 -0.34
C -1.793335 -1.030678 0.797906 -0.839 -0.170 -0.710 0.94
Si -2.239403 -1.801279 2.447168 0.785 0.124 0.005 -0.23
H -2.644424 1.024357 1.102366 0.342 -0.107 -0.142 0.23
H -0.979944 -0.850611 -2.469898 0.051 0.053 0.494 0.49
H -0.956146 -2.672910 -0.491767 0.132 0.010 -0.111 0.53
Cl 3.675587 0.221759 -0.114372 2.701 0.677 0.293 -0.62
C -3.646019 -0.877486 3.252974 -0.088 0.001 -0.058 -1.19
C -2.686426 -3.601086 2.253100 -0.290 -0.079 -0.011 -1.08
C -3.872132 2.885864 -0.957415 -0.083 -0.144 0.114 -1.21
C -3.082933 1.615386 -3.592012 -0.307 -0.191 0.001 -1.09
H -3.742961 -3.650660 1.955519 0.192 -0.139 0.042 0.40
H -2.579333 -4.118571 3.215799 -0.048 0.030 -0.214 0.38
H -2.094846 -4.131275 1.499336 -0.138 0.082 0.181 0.35
H -3.427867 0.193514 3.348209 -0.057 -0.208 0.043 0.31
H -3.828354 -1.291296 4.254389 -0.001 0.150 -0.188 0.37
H -4.563564 -0.995890 2.659542 0.169 0.061 0.168 0.35
H -4.106644 1.228286 -3.491808 0.164 0.040 -0.177 0.41
H -2.481353 0.857202 -4.103954 -0.133 0.177 0.068 0.37
H -3.121124 2.517126 -4.218787 0.006 -0.207 0.119 0.37
H -4.753864 2.229531 -0.941057 0.148 0.189 0.040 0.35
H -4.148876 3.818655 -1.467923 0.061 -0.188 0.143 0.37
H -3.592457 3.119882 0.076874 -0.080 0.032 -0.184 0.31
C -0.627054 -1.590071 3.414649 -0.430 -0.145 0.400 -1.15
C -0.934321 3.149600 -1.971536 -0.682 0.366 -0.215 -1.25
P 0.796820 -1.660986 2.275837 0.288 -0.404 -0.107 0.97
H -0.569837 -2.327307 4.231668 0.128 0.309 -0.182 0.82
H -0.641928 -0.583491 3.866913 0.064 -0.240 -0.145 0.37
P 0.573153 2.133609 -2.072475 0.379 -0.153 -0.450 0.51
H -0.886906 3.714668 -1.024584 0.068 -0.146 -0.225 0.34
H -1.023459 3.873276 -2.797459 0.040 -0.092 0.299 0.80
C 1.963385 3.352063 -2.368937 0.044 -0.358 0.041 0.68
C 0.456157 1.343076 -3.785032 -0.238 0.190 0.466 1.31
C 0.830620 -3.473146 1.738566 -0.294 0.498 -0.065 1.25
C 2.314771 -1.608417 3.357681 0.131 0.165 -0.253 0.94
C 3.130235 -0.372394 3.015654 0.392 0.174 -0.285 -0.91
H 2.904027 -2.483577 3.051616 -0.140 0.076 0.159 0.53
C 2.015696 -1.687458 4.847558 -0.077 -0.198 0.136 -1.84
H 1.325692 -0.897620 5.159132 0.122 -0.064 0.018 0.25
H 2.953619 -1.548904 5.391955 -0.081 -0.024 0.012 0.54
H 1.594664 -2.654672 5.143386 -0.011 0.162 0.004 0.33
H 3.628515 -0.491907 2.034807 -0.259 0.159 0.549 0.11
H 3.899452 -0.189129 3.779303 -0.155 -0.062 -0.067 0.71
H 2.496319 0.517563 2.911440 0.233 -0.375 0.192 -0.62
H -0.139142 -3.622215 1.239499 0.315 -0.079 0.142 -0.85
C 0.928246 -4.435754 2.924087 0.012 -0.166 -0.017 -1.61
C 1.950601 -3.749075 0.723258 0.002 -0.111 -0.041 -1.15
H 0.115528 -4.317348 3.650928 0.177 0.019 -0.145 0.29
H 1.889494 -4.330159 3.446735 -0.274 -0.046 -0.121 0.30
H 0.876719 -5.462123 2.534955 0.016 0.163 0.154 0.50
H 1.713910 -3.364543 -0.273936 0.073 -0.024 0.297 0.16
H 2.088501 -4.835304 0.627518 0.003 0.218 0.056 0.50
H 2.911431 -3.316809 1.038840 -0.209 -0.099 -0.128 0.21
H -0.474154 0.755465 -3.745245 0.276 0.123 -0.153 -0.86
C 1.633277 0.380769 -4.026173 -0.069 0.052 -0.109 -1.09
C 0.336575 2.371596 -4.910305 0.030 -0.168 -0.231 -1.64
H -0.522165 3.043361 -4.791030 0.184 -0.119 0.020 0.31
H 0.207206 1.829882 -5.857255 0.015 0.202 0.057 0.50
H 1.251009 2.976003 -4.997260 -0.275 -0.144 0.009 0.29
H 1.518717 -0.557359 -3.473951 0.052 0.287 -0.133 0.23
H 2.595528 0.826297 -3.733578 -0.203 -0.142 -0.082 0.19
H 1.684826 0.131614 -5.095421 0.040 0.063 0.199 0.47
C 2.928946 3.222347 -1.197382 0.293 -0.146 0.106 -0.83
C 1.509078 4.785696 -2.583975 0.109 0.109 0.002 -1.85
H 2.481080 2.984303 -3.270343 -0.154 0.225 0.184 0.48
H 0.889137 5.133798 -1.749239 0.136 0.020 -0.152 0.26
H 0.953063 4.913075 -3.513986 -0.078 0.039 0.044 0.31
H 2.398829 5.420564 -2.634777 -0.104 0.061 -0.003 0.54
H 2.393652 3.190022 -0.236917 0.215 0.194 -0.481 -0.78
H 3.654651 4.049046 -1.195028 -0.121 -0.118 0.014 0.72
H 3.471474 2.263359 -1.244700 -0.170 0.479 0.060 0.18
C 1.543834 -0.892969 -0.934088 -0.897 -0.766 0.007 0.07
H 1.459574 -1.660771 -1.692556 -0.469 -0.280 -0.183 0.34
H 1.860196 0.059950 -1.421785 0.016 -1.171 0.866 -0.66
H 2.162367 -1.296967 -0.096300 -0.379 0.686 -1.165 0.14
C 4.117424 2.854094 2.099386 0.208 -0.274 -0.291 -1.04
C 2.693197 3.259624 2.489066 0.127 -0.042 -0.001 2.76
C 2.528330 3.101569 4.004030 -0.312 -0.008 0.303 -1.54
C 2.457076 4.716094 2.097598 0.072 0.324 0.043 -1.61
C 1.714229 2.393994 1.796994 -0.928 -0.773 -0.404 0.23
C 0.974880 1.589478 1.220092 0.720 1.726 1.792 -0.85
H 4.850454 3.499281 2.604553 -0.228 -0.070 -0.048 0.48
H 4.251887 2.936537 1.013654 0.094 -0.102 0.342 0.13
H 4.307797 1.808928 2.373200 0.055 0.331 -0.163 0.12
H 3.238372 3.759617 4.526749 -0.179 -0.160 -0.136 0.44
H 1.503714 3.376637 4.296960 0.282 -0.061 0.040 0.34
H 2.713472 2.064746 4.316016 -0.035 0.332 -0.055 0.22
H 2.607939 4.857212 1.023926 -0.040 0.046 0.175 0.22
H 1.437897 5.006912 2.354624 -0.014 0.128 -0.021 0.35
H 3.163414 5.366475 2.637299 -0.206 -0.166 -0.139 0.45
```
Positions in Å, forces in eV/Å.

Spin multiplicity = 3
Gap between HOMO and LUMO (alpha / beta) = 6.24 / 6.07 eV
Electronic energy = -2968.4903 Eh



Entry 2:
This record from the OMol25 dataset describes a 2-piece molecular cluster, CH7NO2P2 overall. The level of theory is ωB97M-V/def2-TZVPD.

XYZ file:
```
13
Properties=species:S:1:pos:R:3:forces:R:3:mulliken_charge:R:1
C -2.343167 -0.732423 -0.553044 -0.806 1.311 -2.084 -0.89
P -0.776222 0.240521 -0.432913 -0.905 -0.992 -2.308 0.26
N -0.675528 0.514728 1.199750 -0.778 -1.783 2.250 -0.29
O -1.196901 1.572912 0.423277 -1.147 2.297 -1.018 -0.31
H -2.177319 -1.678589 -0.083916 -0.082 -0.731 0.190 0.30
H -3.158717 -0.165205 -0.061092 0.522 -0.412 -0.017 0.28
H -2.667691 -0.849704 -1.674025 0.795 0.010 2.068 0.29
H 0.266140 0.750802 1.323156 1.926 0.418 0.999 0.30
O 2.377580 0.917980 -0.462760 0.069 2.736 -1.371 -0.42
P 2.300884 -0.480104 0.252606 1.189 -2.298 1.807 0.00
H 1.561188 1.434198 -0.609033 0.401 -0.737 0.055 0.39
H 3.354582 -0.213515 1.300676 -0.872 -0.534 -1.171 0.04
H 3.135169 -1.311602 -0.622681 -0.312 0.716 0.598 0.05
```
Positions in Å, forces in eV/Å.

Gap between HOMO and LUMO = 9.72 eV
Electronic energy = -930.1306 Eh



Entry 3:
This record from the OMol25 dataset describes a 2-piece molecular cluster, O4S2 overall. The level of theory is ωB97M-V/def2-TZVPD.

XYZ file:
```
6
Properties=species:S:1:pos:R:3:forces:R:3:mulliken_charge:R:1
O -3.280151 -0.917001 0.033021 0.054 -0.478 -0.040 -0.35
O -2.724193 1.413038 -0.531757 -0.380 -0.423 0.385 -0.36
O 3.724050 -1.099391 -0.681339 -1.051 1.872 -0.407 -0.39
O 2.809613 0.057249 1.175046 -0.768 0.935 1.715 -0.34
S -3.504357 0.473027 0.229238 0.334 0.900 -0.343 0.71
S 2.975040 0.073080 -0.224207 1.810 -2.806 -1.311 0.73
```
Positions in Å, forces in eV/Å.

Gap between HOMO and LUMO = 10.88 eV
Electronic energy = -1097.3112 Eh